Record 1
{"formula": "C29H44BrN5OPSiSr", "method": "ωB97M-V with the def2-TZVPD basis set", "elements": ["H", "C", "H", "H", "H", "C", "H", "H", "H", "H", "H", "H", "C", "C", "C", "H", "H", "H", "C", "C", "C", "H", "C", "C", "C", "H", "C", "H", "H", "C", "H", "H", "C", "C", "C", "H", "N", "C", "H", "C", "H", "C", "C", "H", "H", "H", "H", "H", "N", "Si", "C", "H", "H", "H", "C", "O", "H", "N", "N", "H", "C", "C", "H", "H", "H", "H", "H", "C", "Sr", "C", "C", "H", "H", "H", "N", "C", "H", "H", "H", "P", "H", "C", "Br"], "xyz": [[0.697, -0.405, 3.806], [4.415, -1.752, 0.332], [3.066, 0.237, 2.717], [0.497, -5.089, 0.470], [4.263, 4.613, -0.598], [4.343, -0.962, 1.474], [-0.251, -1.686, -4.672], [-0.447, -0.169, 5.125], [-1.588, 5.548, -0.338], [2.849, -0.859, -2.871], [1.630, -3.169, -4.365], [1.450, -4.512, -0.894], [1.485, -3.188, -3.282], [3.352, 1.623, -0.983], [2.438, 3.548, -0.729], [1.220, 2.678, 3.597], [-2.066, -3.125, -1.305], [-1.085, -3.606, 1.661], [3.285, -1.960, -0.443], [4.373, 2.514, -0.876], [2.067, -1.363, -0.110], [3.419, 0.557, -1.107], [0.951, -4.201, 0.022], [2.013, -0.567, 1.035], [-0.349, -0.183, 4.036], [-4.872, -2.947, -1.277], [-3.423, -0.541, -0.733], [1.913, -0.701, -4.356], [-1.169, -2.400, -3.351], [1.843, -0.720, -3.265], [-6.056, 2.174, -0.414], [1.485, 0.262, -2.941], [-0.143, -3.157, -0.225], [-5.689, 0.043, -0.376], [0.894, -1.845, -2.843], [-6.721, -0.221, -0.182], [3.777, 3.741, -0.714], [-0.515, 5.481, -0.380], [-4.434, -2.874, 0.427], [1.420, 4.573, -0.567], [-0.954, -1.015, 3.664], [-4.726, -0.954, -0.488], [-1.265, -3.813, -1.036], [1.090, -0.071, 1.325], [0.824, -4.023, -3.059], [0.193, 2.886, 5.019], [5.223, -0.811, 2.086], [5.441, 2.388, -0.895], [-3.056, 0.735, -0.860], [-0.915, 1.445, 3.276], [-0.704, -2.725, 1.137], [2.502, 6.370, -0.262], [0.275, 7.537, -0.030], [0.067, -2.276, 1.765], [-5.051, -2.411, -0.344], [-0.811, 1.395, 1.659], [-3.055, 2.706, 3.384], [2.143, 2.274, -0.898], [1.622, 5.892, -0.340], [-1.516, -1.999, 1.044], [0.187, 2.830, 3.927], [-0.432, -1.637, -3.596], [-0.873, -0.661, -3.374], [-3.349, 0.966, 3.435], [-0.903, -4.273, -1.954], [-2.618, -1.259, -0.815], [1.707, -3.832, 0.715], [3.137, -0.378, 1.827], [-0.510, 1.656, -0.468], [-4.002, 1.646, -0.742], [0.387, 6.484, -0.218], [-2.804, 1.811, 4.886], [2.454, -3.397, -2.833], [-6.095, -2.555, -0.071], [0.135, 4.292, -0.601], [-2.693, 1.761, 3.799], [-1.709, -4.607, -0.429], [-0.145, 3.800, 3.546], [5.351, -2.220, 0.056], [0.493, -1.568, -1.026], [3.360, -2.601, -1.310], [-5.333, 1.377, -0.504], [-3.406, 3.447, -0.903]], "total_charge": 1, "e_above_lowest_ev": 0.2090, "homo_lumo_gap_ev": 8.9287}

Record 2
{"formula": "C29H44ClF6N3O10PS", "method": "ωB97M-V with the def2-TZVPD basis set", "elements": ["C", "H", "H", "H", "O", "H", "H", "H", "C", "H", "H", "C", "H", "H", "C", "F", "H", "H", "O", "C", "H", "H", "C", "H", "F", "F", "C", "O", "H", "Cl", "N", "F", "H", "H", "O", "H", "O", "H", "H", "H", "O", "C", "H", "H", "H", "H", "H", "H", "C", "H", "H", "C", "C", "C", "F", "C", "H", "O", "O", "F", "N", "P", "N", "H", "S", "H", "C", "H", "C", "C", "O", "C", "H", "C", "C", "H", "C", "H", "H", "C", "H", "C", "C", "H", "C", "C", "C", "C", "H", "C", "H", "O", "H", "C", "H"], "xyz": [[3.944, -0.597, 0.687], [5.952, -1.011, 3.040], [10.743, -1.640, 1.764], [-0.857, 2.165, -7.103], [-2.280, 1.327, -4.376], [-7.224, 2.515, -2.365], [4.407, -0.589, 4.520], [-11.191, -2.155, 2.766], [-1.245, 1.964, -4.998], [-9.027, -0.680, 3.500], [6.924, 1.048, 0.753], [-5.199, 2.564, -1.670], [2.599, -2.420, 2.632], [-2.863, 2.148, 0.639], [6.180, -1.109, -0.501], [0.248, -2.171, 1.663], [9.233, -2.826, 2.119], [-0.168, 0.698, -6.322], [-6.457, 2.509, 0.314], [-9.218, -1.242, 2.580], [2.141, 2.057, -0.080], [-2.310, -0.668, -4.878], [-10.689, -1.322, 2.267], [-2.099, 1.642, 2.326], [-0.286, -0.115, 2.745], [4.070, -3.654, -1.192], [0.182, -0.704, 1.472], [-4.759, 4.037, 0.198], [3.812, 1.306, 3.011], [2.185, -0.219, 5.521], [5.276, -0.379, 0.496], [4.440, -3.407, 1.151], [-2.654, 3.420, 2.015], [-11.586, -0.948, 0.335], [-0.582, 2.854, -4.492], [0.637, 1.024, -3.308], [-8.633, -0.561, 1.471], [4.032, -2.798, 3.824], [-4.346, 1.881, -1.631], [-6.487, 0.515, -0.188], [0.526, 0.167, -2.777], [1.858, -1.105, -0.408], [9.248, -0.589, 0.097], [0.276, 1.555, -0.498], [7.181, 1.013, 4.682], [3.835, -0.361, -3.501], [8.622, 0.450, 3.302], [6.845, -0.250, -0.996], [5.940, 0.693, 1.328], [-11.185, -0.394, 2.575], [5.607, -1.613, -1.386], [-6.493, 1.830, -1.917], [9.172, -1.757, 0.068], [-10.701, -1.424, 0.762], [2.227, -3.869, 0.307], [10.035, -2.459, 1.317], [1.973, 0.981, 3.204], [0.659, 2.395, 1.425], [-9.182, -0.277, -0.731], [-0.938, -0.476, 0.483], [2.843, -0.048, 1.506], [2.104, -0.068, -2.039], [3.261, -1.618, -0.190], [9.580, -2.194, -0.965], [7.394, -2.300, 0.298], [2.285, -2.680, 4.532], [1.139, 1.532, 0.300], [-8.757, -2.231, 2.666], [3.002, -2.209, 3.708], [7.505, 0.564, 3.644], [-0.662, 3.938, 0.012], [-2.754, 0.274, -5.215], [5.294, 1.676, 1.458], [-2.316, 0.648, -6.607], [-6.931, 1.457, -0.525], [1.011, -1.834, -0.755], [-9.453, -0.683, 0.387], [-6.388, 0.968, -2.581], [-10.617, -2.461, 0.424], [-5.423, 3.147, -0.308], [10.581, -3.430, 0.947], [-0.652, 2.954, 0.954], [2.994, 0.442, 2.896], [-3.843, 0.202, -5.136], [-2.120, 2.480, 1.510], [3.476, -3.081, 0.075], [-1.022, 1.381, -6.361], [6.455, 0.028, 2.735], [-5.035, 3.348, -2.413], [1.507, -0.015, 0.813], [-8.020, 1.384, -0.446], [3.154, -1.008, -3.103], [-2.211, -0.215, -7.271], [3.312, -0.648, 4.064], [-3.047, 1.332, -7.055]], "total_charge": 1, "homo_lumo_gap_ev": 6.9428}